C18H12FN3O2S | ωB97M-V/def2-TZVPD

Calculated total energy = -40976.1538 eV
SMILES = CN1C(=O)/C(=C2\SC(Nc3ccc(F)cc3)=NC2=O)c2ccccc21
Net charge = 0
Orbital gap = 6.848 eV

Each line ends with the Löwdin charge.
Geometry (Å):
O 3.007076 1.054112 -0.203949  0.117
O -1.585009 -0.712656 1.861230  0.069
F -4.972633 1.756841 -5.407781  0.041
N 1.553159 1.778361 -1.567209  0.104
S -0.675699 0.922794 -0.414283  1.138
C 1.868632 0.949021 -0.470337  -0.512
C -0.490122 -1.245718 1.886165  -0.370
C 0.236476 1.788503 -1.648322  -0.559
C 0.751423 0.272065 0.257863  -0.333
C 0.694570 -0.585786 1.321811  -0.064
C 3.890902 -1.586752 3.237766  -0.113
C 3.298905 -2.362521 4.223071  -0.079
C -2.570674 1.815987 -5.574550  -0.001
C -3.631526 2.001424 -3.443389  0.016
C 3.143548 -0.998819 2.302083  -0.015
C -1.306732 2.022589 -4.996097  0.008
C -2.390858 2.213316 -2.819914  -0.044
C 1.897177 -2.542381 4.198082  -0.004
C -3.739312 1.859320 -4.807008  -0.252
C 1.737010 -1.101807 2.191537  -0.068
C -1.261805 2.223835 -3.583406  -0.223
C 1.146716 -1.969369 3.133034  -0.192
N -0.030392 2.350461 -2.849837  0.070
N -0.179318 -2.013833 2.971981  -0.055
C -1.178066 -2.680536 3.762140  0.008
H 4.954045 -1.522704 3.351270  0.103
H 3.909049 -2.913815 4.988507  0.120
H -2.509710 1.685033 -6.648774  0.114
H -4.537329 2.313866 -3.035722  0.106
H 3.564330 -0.405913 1.519857  0.095
H -0.369001 2.093007 -5.521306  0.109
H -2.384202 2.557113 -1.889683  0.058
H 1.366865 -3.314420 4.879118  0.128
H 0.823160 2.778721 -3.279173  0.176
H -0.876325 -3.735844 3.757481  0.097
H -0.986441 -2.235304 4.836547  0.141
H -2.167887 -2.508194 3.481197  0.066

Atoms 1-6, force components in eV/Å:
O 3.9 -2.0 2.8
O -1.3 -0.4 -1.8
F 1.2 0.1 0.6
N -2.8 -2.0 2.4
S -2.2 0.3 -1.1
C 0.1 2.8 -1.4

---

C18H12N3PdSe3Te | ωB97M-V/def2-TZVPD

Calculated total energy = -230144.8558 eV
Net charge = -1
Orbital gap (alpha / beta) = 4.438 / 4.433 eV

Each line ends with the Löwdin charge.
Geometry (Å):
Pd 0.177626 -1.439503 0.167013  0.462
C 2.672926 -1.904903 -3.253787  -0.041
C 1.800126 -2.176303 -2.198787  -0.168
N 1.401926 -1.246003 -1.353587  -0.083
C 1.780226 0.049997 -1.524787  -0.141
C 2.701326 0.393897 -2.546487  -0.160
C 3.150626 -0.632803 -3.407087  -0.008
C 3.119626 1.729797 -2.658387  -0.070
C 2.618426 2.678397 -1.799687  -0.100
C 1.675426 2.368097 -0.826587  -0.024
C 1.203626 1.063097 -0.670387  -0.215
N 0.290726 0.586297 0.209813  -0.069
C -0.591174 1.134497 1.079213  -0.223
C -0.915274 2.478297 1.264213  -0.023
C -1.876774 2.867597 2.189113  -0.097
C -2.558674 1.954797 2.957113  -0.068
C -2.299574 0.583097 2.807413  -0.161
C -2.989474 -0.416003 3.525913  -0.009
C -2.706974 -1.736003 3.305513  -0.039
C -1.726574 -2.071103 2.365913  -0.171
N -1.053874 -1.156203 1.691313  -0.078
C -1.312774 0.168497 1.875413  -0.137
H 2.953726 -2.709603 -3.914887  0.105
H 1.435426 -3.188403 -2.039087  0.034
H 3.852826 -0.393703 -4.193287  0.112
H 3.826826 1.993797 -3.431287  0.099
H 2.953726 3.704497 -1.885587  0.099
H 1.316526 3.160397 -0.189087  0.083
H -0.456074 3.235097 0.650213  0.083
H -2.100274 3.921697 2.288913  0.099
H -3.307474 2.271097 3.664713  0.099
H -3.749274 -0.117403 4.233213  0.112
H -3.227974 -2.522503 3.826013  0.104
H -1.486974 -3.117103 2.174413  0.033
Se -2.022774 -0.548603 -1.938187  -0.139
Se -3.407074 -4.374203 -1.856287  -0.277
Te -1.640974 -2.824503 -1.066387  0.122
Se 0.498326 -3.768103 0.478213  -0.145

Atoms 1-6, force components in eV/Å:
Pd 1.9 1.1 1.4
C 0.2 0.4 -0.1
C -0.2 -0.2 0.2
N 0.6 -0.4 -0.8
C 0.4 0.5 -0.5
C -0.3 -0.2 0.4

---

C18H13Br2N3OS | ωB97M-V/def2-TZVPD

Calculated total energy = -176315.8757 eV
SMILES = O=C1c2cccnc2[C@H](Nc2ccc(Br)cc2Br)N1Cc1cccs1
Net charge = 0
Orbital gap = 8.360 eV

Each line ends with the Löwdin charge.
Geometry (Å):
O 4.213519 2.505266 -0.340734  0.097
C 3.756084 1.514480 0.178343  -0.401
N 2.467951 1.369544 0.614462  0.008
C 1.502895 2.438700 0.523793  -0.136
C 0.473625 2.204172 -0.537272  -0.510
C 0.648952 1.684576 -1.781623  -0.146
C -0.552178 1.614883 -2.524593  -0.214
C -1.619283 2.086847 -1.835300  -0.400
S -1.183778 2.631699 -0.262486  1.051
H -2.641594 2.159709 -2.148269  0.066
H -0.610317 1.225197 -3.524710  0.099
H 1.603568 1.363326 -2.159557  0.117
H 2.080717 3.341465 0.287196  0.134
H 1.012238 2.579257 1.493067  0.123
C 2.174068 0.071522 1.213945  -0.201
N 1.184215 -0.680752 0.506201  0.083
C -0.172330 -0.566267 0.649796  -0.310
C -0.780335 -0.027293 1.788578  -0.045
C -2.151900 0.059102 1.907402  -0.144
C -2.960278 -0.398114 0.881205  -0.705
C -2.402925 -0.962231 -0.252882  -0.183
C -1.030096 -1.042863 -0.353365  -0.576
Br -0.297280 -1.828038 -1.931317  0.814
H -3.029030 -1.327680 -1.051887  0.100
Br -4.850651 -0.247084 1.016484  0.722
H -2.591254 0.488926 2.793497  0.106
H -0.169391 0.335490 2.598954  0.107
H 1.489911 -1.035175 -0.391016  0.073
C 3.517904 -0.609287 1.130644  -0.172
N 3.789237 -1.823917 1.555452  0.140
C 5.034784 -2.241656 1.364388  -0.122
C 6.027533 -1.482343 0.756424  -0.045
C 5.730177 -0.201956 0.308485  0.022
C 4.432100 0.236523 0.505297  -0.055
H 6.464552 0.427462 -0.170309  0.125
H 7.018555 -1.890520 0.636354  0.104
H 5.240390 -3.241421 1.721061  0.108
H 1.857024 0.198544 2.256871  0.163

Atoms 1-6, force components in eV/Å:
O 0.3 0.2 -0.2
C -0.1 0.1 0.1
N -0.1 0.0 0.2
C 0.2 0.2 0.0
C -0.5 0.2 0.0
C 0.1 0.2 0.2

---

Which formula does entry 1 have? C18H12FN3O2S

---

The highest calculated total energy belongs to which entry? C18H12FN3O2S

---

What is the formula in the third record? C18H13Br2N3OS